No. 1
Molecular formula: C5H7NOS
Method: DFT, ωB97M-V/def2-TZVPD

The geometry in XYZ format:
```
15
Properties=species:S:1:pos:R:3:forces:R:3
C -0.823 -1.958 0.025 -1.0 -3.5 -2.1
C -1.485 0.470 -0.039 2.3 -1.0 -0.4
C -0.677 1.665 -0.299 -2.2 -4.2 1.9
C 0.675 1.199 -0.070 -2.9 0.9 -1.0
C 0.679 -0.164 -0.063 2.4 0.7 1.0
H -1.897 -1.993 -0.135 -0.2 -0.9 -0.3
H -0.243 -2.312 -0.965 -1.4 -0.3 2.5
H -0.633 -2.466 0.984 0.5 -0.3 -0.7
H -2.515 0.098 0.149 0.6 1.3 -0.6
H -1.244 2.550 -0.516 0.8 0.7 0.2
H 1.561 2.847 0.532 0.1 -2.3 -1.2
H 3.176 -0.165 0.398 -1.5 -0.7 -0.5
N -0.587 -0.637 0.078 1.1 6.0 -0.2
O 1.750 1.956 0.078 1.7 2.9 0.7
S 2.263 -1.092 -0.158 -0.4 0.6 0.6
```
Positions in Å, forces in eV/Å.

Values from the calculation:
Multiplicity ... 1
ΔE to the lowest compared entry with this formula, charge and spin ... 66.7 kcal/mol
Calculated total energy ... -19668.7124 eV
Kohn-Sham gap ... 8.10 eV
SMILES ... Cn1ccc(O)c1S
HOMO energy ... -7.4 eV

These are the natural (NBO) partial charges, in e, on atoms 1 to 5:
1 C -0.391
2 C -0.071
3 C -0.368
4 C 0.222
5 C -0.039

No. 2
Molecular formula: C5H7NOS2
Method: DFT, ωB97M-V/def2-TZVPD

The geometry in XYZ format:
```
16
Properties=species:S:1:pos:R:3:forces:R:3
C 2.484 0.990 -0.824 3.6 1.2 0.3
C 1.239 0.559 -1.260 -1.7 -1.7 -1.1
C 3.012 0.211 0.183 -0.9 -0.3 0.7
C 0.843 -0.592 -0.633 -0.1 0.5 0.8
C -1.818 0.036 1.426 -0.4 -3.9 -1.3
N -2.880 -1.565 -0.536 -1.7 5.3 -2.7
O -2.491 0.865 -1.102 -0.2 0.6 -0.1
S 1.920 -1.138 0.629 0.0 1.7 -1.3
S -2.025 -0.288 -0.388 1.1 -1.7 0.8
H 3.187 1.805 -1.291 -1.9 -1.4 1.0
H 0.672 0.865 -2.134 0.2 0.5 0.3
H 3.852 0.406 0.854 -0.1 -0.2 -0.6
H -1.177 0.780 1.687 2.4 1.9 0.2
H -2.767 0.396 1.690 -1.6 -0.2 0.8
H -1.488 -1.011 1.804 -0.8 2.0 -0.3
H -2.561 -2.316 -0.106 2.0 -4.4 2.6
```
Positions in Å, forces in eV/Å.

Values from the calculation:
Multiplicity ... 1
ΔE to the lowest compared entry with this formula, charge and spin ... 127.5 kcal/mol
Calculated total energy ... -30500.4047 eV
Kohn-Sham gap (alpha / beta) ... 7.85 / 7.22 eV
HOMO energy (alpha / beta) ... -9.2 / -8.6 eV

These are the natural (NBO) partial charges, in e, on atoms 1 to 5:
1 C -0.259
2 C -0.408
3 C -0.390
4 C -0.155
5 C -0.787

No. 3
Molecular formula: C5H7NS
Method: DFT, ωB97M-V/def2-TZVPD

The geometry in XYZ format:
```
14
Properties=species:S:1:pos:R:3:forces:R:3
C 1.247 -0.687 -0.339 0.0 1.9 -1.6
C -0.236 -0.327 -0.102 3.3 1.0 -1.3
C -0.657 1.055 -0.124 -0.6 1.7 -1.3
C -2.077 1.124 -0.037 3.4 -2.2 0.4
C -1.172 -1.258 0.013 -2.3 10.2 -0.5
H 2.013 -0.092 1.678 0.6 0.9 -5.1
H 2.188 1.085 0.238 -0.3 -1.0 0.5
H 1.622 -0.587 -1.429 -1.1 0.6 1.3
H 1.397 -1.722 -0.297 0.2 -1.7 1.1
H 0.161 2.016 -0.435 -2.9 -3.1 1.3
H -2.681 1.964 0.069 -0.9 1.2 -0.1
H -1.269 -2.152 0.142 0.1 -10.2 1.1
N 2.205 0.071 0.447 -0.1 -0.5 4.6
S -2.741 -0.490 0.177 0.7 1.2 -0.3
```
Positions in Å, forces in eV/Å.

Values from the calculation:
Multiplicity ... 1
ΔE to the lowest compared entry with this formula, charge and spin ... 68.6 kcal/mol
Calculated total energy ... -17620.6712 eV
Kohn-Sham gap ... 9.80 eV
SMILES ... NCc1ccsc1
HOMO energy ... -8.9 eV

These are the natural (NBO) partial charges, in e, on atoms 1 to 5:
1 C -0.238
2 C -0.091
3 C -0.244
4 C -0.389
5 C -0.343